Here is C52H63BrIN8O15PS2 as an isolated structure from OMol25. Energies are from the ωB97M-V functional and the def2-TZVPD basis.

The HOMO-LUMO gap comes out at 7.16 eV. For the HOMO energy, the calculation gives -7.98 eV. The energy relative to the best compared isomer or geometry (same formula, charge and spin) is 0.0 kJ/mol. The LUMO energy comes out at -0.82 eV. For the calculated total energy, the calculation gives -206664.7099 eV.

Atoms and positions in Å:
C -0.2007 1.5422 6.8329
C -0.7856 1.9246 5.4618
C 0.2461 2.6297 4.5889
Br 0.3909 4.5146 5.0405
P 0.1067 2.4997 2.7545
I -2.5479 2.7224 2.6571
C 0.2081 4.0051 1.7421
C 0.0768 3.6130 0.2556
C -0.8119 4.5263 -0.6112
S -0.6456 6.2834 -0.1772
C -2.2425 6.8564 0.3327
S -2.2555 7.9309 1.5569
N -3.4014 6.4718 -0.3400
C -4.2877 5.5809 0.4241
C -5.6878 5.5174 -0.2167
O -5.6812 5.8723 -1.5887
C -4.5270 5.3577 -2.2116
C -3.3059 6.1662 -1.7821
O 1.7614 2.1931 2.5124
C 2.1902 0.8839 2.1807
C 1.9977 0.5524 0.7078
N 2.6542 -0.7199 0.4515
C 2.8049 -1.0942 -0.9443
C 1.5097 -1.3431 -1.7274
C 0.7789 -2.5986 -1.2533
O 1.8288 -1.5350 -3.1105
H -0.4143 2.3200 7.5703
H -0.6585 0.6212 7.1939
H 0.8835 1.4228 6.7902
H -1.6568 2.5649 5.5964
H -1.1210 1.0253 4.9344
H 1.2312 2.2112 4.7938
H -0.2144 1.2272 2.2782
H -0.5530 4.7181 2.0491
H 1.1965 4.4111 1.9683
H -0.3542 2.6078 0.1682
H 1.0683 3.5545 -0.2001
H -0.4753 4.4393 -1.6493
H -1.8530 4.2032 -0.5879
H -3.8640 4.5776 0.5386
H -4.3827 5.9994 1.4273
H -6.3773 6.2060 0.2721
H -6.0715 4.4931 -0.1102
H -4.3996 4.2892 -1.9763
H -4.6523 5.4327 -3.2930
H -2.4022 5.6157 -2.0439
H -3.3057 7.1246 -2.3079
H 1.6993 0.1268 2.8120
H 3.2599 0.8225 2.3940
H 0.9243 0.5422 0.4532
H 2.4699 1.3374 0.1064
H 2.1763 -1.4537 0.9635
H 3.3712 -0.2923 -1.4351
H 3.3974 -2.0136 -0.9755
H 0.8431 -0.4752 -1.6417
H -0.1052 -2.3585 -0.6597
H 0.4560 -3.1717 -2.1237
H 1.4254 -3.2392 -0.6460
H 2.1294 -0.6959 -3.4744
C 6.7425 -1.9463 3.7041
C 6.0781 -0.7304 3.7915
C 4.8203 -0.6644 4.3684
C 4.2522 -1.8328 4.8445
C 4.8944 -3.0554 4.7737
C 6.1539 -3.1037 4.1969
N 2.8929 -1.7783 5.4135
O 2.3303 -0.6991 5.4168
O 2.3971 -2.8125 5.8054
H 7.7199 -1.9924 3.2426
H 6.5353 0.1675 3.3994
H 4.2800 0.2678 4.4373
H 4.4105 -3.9437 5.1511
H 6.6719 -4.0503 4.1233
C -4.7500 -3.4983 -1.5699
C -5.6117 -2.4877 -1.9791
C -5.1902 -1.1678 -1.9696
C -3.8983 -0.8982 -1.5528
C -3.0251 -1.8852 -1.1402
C -3.4610 -3.1994 -1.1468
N -3.4306 0.4969 -1.5494
O -4.2159 1.3647 -1.8794
O -2.2811 0.6992 -1.2195
H -5.0902 -4.5263 -1.5757
H -6.6162 -2.7282 -2.3017
H -5.8401 -0.3632 -2.2774
H -2.0276 -1.6268 -0.8168
H -2.8004 -3.9870 -0.8159
C -1.3857 -10.0130 0.6637
C -2.1503 -9.1016 -0.0527
C -1.8700 -7.7468 0.0232
C -0.8190 -7.3372 0.8231
C -0.0442 -8.2239 1.5480
C -0.3375 -9.5756 1.4625
N -0.5083 -5.8979 0.9069
O -1.2142 -5.1309 0.2799
O 0.4297 -5.5593 1.5948
H -1.6084 -11.0699 0.5994
H -2.9679 -9.4443 -0.6721
H -2.4521 -7.0201 -0.5230
H 0.7649 -7.8590 2.1626
H 0.2545 -10.2871 2.0217
C 3.8902 5.1959 -0.5649
C 5.2088 5.6304 -0.5244
C 5.5056 6.9676 -0.7348
C 4.4632 7.8435 -0.9786
C 3.1426 7.4375 -1.0226
C 2.8637 6.0961 -0.8160
N 4.7756 9.2707 -1.1964
O 5.9441 9.5996 -1.1711
O 3.8468 10.0264 -1.3869
H 3.6621 4.1512 -0.3909
H 6.0084 4.9295 -0.3255
H 6.5215 7.3318 -0.7099
H 2.3558 8.1531 -1.2110
H 1.8377 5.7588 -0.8454
C -9.8419 -4.2941 -6.3615
C -8.9766 -5.3550 -6.1283
C -8.6453 -5.7110 -4.8306
C -9.1973 -4.9869 -3.7899
C -10.0604 -3.9261 -3.9951
C -10.3807 -3.5810 -5.2986
N -8.8532 -5.3608 -2.4042
O -8.0704 -6.2763 -2.2453
O -9.3648 -4.7256 -1.5064
H -10.0984 -4.0221 -7.3769
H -8.5579 -5.9083 -6.9579
H -7.9743 -6.5309 -4.6231
H -10.4673 -3.3885 -3.1518
H -11.0531 -2.7543 -5.4827
C 7.8683 -0.9029 -3.9625
C 6.9302 -0.2106 -3.2077
C 6.8845 -0.3786 -1.8331
C 7.7903 -1.2402 -1.2430
C 8.7306 -1.9439 -1.9722
C 8.7630 -1.7685 -3.3468
N 7.7572 -1.4055 0.2246
O 6.9216 -0.7800 0.8441
O 8.5732 -2.1519 0.7265
H 7.9016 -0.7683 -5.0356
H 6.2315 0.4600 -3.6893
H 6.1616 0.1456 -1.2255
H 9.4179 -2.6083 -1.4705
H 9.4908 -2.3085 -3.9370